## P
{"formula": "C6H12N2O", "method": "wB97M-V/def2-TZVPD", "molar_mass_g_mol": 128.17, "e_homo_ev": -8.89, "e_lumo_ev": -0.789, "symbols": ["O", "N", "N", "C", "C", "C", "C", "C", "C", "H", "H", "H", "H", "H", "H", "H", "H", "H", "H", "H", "H"], "xyz": [[1.617, 0.924, 0.502], [-0.619, 1.878, -0.059], [-2.568, -0.666, 0.251], [-0.237, 0.419, -0.353], [0.902, -1.346, 0.792], [1.274, 0.387, -0.812], [0.360, 0.017, 0.952], [-1.508, -0.346, -0.803], [1.439, -1.163, -0.625], [-2.482, 0.465, 1.271], [0.095, -2.186, 0.487], [-1.610, 2.033, -0.605], [-1.355, -1.367, -1.345], [-0.568, 2.275, 1.409], [1.634, -1.609, 1.471], [0.739, -1.538, -1.415], [0.139, 0.470, 1.835], [-2.999, -2.077, 0.974], [2.483, -1.386, -0.986], [1.866, 0.887, -1.690], [-1.942, 0.341, -1.680]]}


## Q
{"formula": "C6H12N2O", "method": "wB97M-V/def2-TZVPD", "molar_mass_g_mol": 128.17, "e_homo_ev": -8.50, "e_lumo_ev": 0.910, "smiles": "C[C@H]1C(=O)[C@@](C)(N)N1C", "symbols": ["O", "N", "N", "C", "C", "C", "C", "C", "C", "H", "H", "H", "H", "H", "H", "H", "H", "H", "H", "H", "H"], "xyz": [[0.933, -1.464, 1.430], [-1.901, -0.700, 0.918], [-0.365, 0.720, -0.435], [-0.887, -0.608, -0.122], [-1.292, -1.392, -1.366], [-0.559, 1.700, 0.624], [0.587, -0.909, 0.400], [2.451, 0.827, -0.045], [1.231, 0.083, -0.513], [-0.146, 1.380, 1.590], [-1.631, 1.883, 0.767], [-2.351, -1.241, -1.598], [-2.282, -1.641, 0.986], [-1.519, -0.503, 1.840], [2.627, 0.691, 1.025], [-0.721, -1.087, -2.247], [2.398, 1.894, -0.278], [-0.106, 2.653, 0.338], [1.315, -0.245, -1.552], [-1.122, -2.463, -1.216], [3.341, 0.424, -0.546]]}


It is Q that is the most stable of them.


## P
{"formula": "C2H3Cl2N2P", "method": "wB97M-V/def2-TZVPD", "molar_mass_g_mol": 156.94, "e_homo_ev": -8.68, "e_lumo_ev": -0.330, "symbols": ["Cl", "Cl", "P", "N", "N", "C", "C", "H", "H", "H"], "xyz": [[-2.458, 1.140, 0.074], [1.819, 0.450, 0.920], [-0.816, -2.150, 0.213], [-1.596, -1.112, 1.082], [0.285, -1.135, -0.548], [0.441, 0.194, -0.143], [-1.343, 0.212, 1.038], [-1.082, 0.716, 1.960], [0.354, 0.959, -0.901], [0.943, -1.523, -1.208]]}


## Q
{"formula": "C2H3Cl2N2P", "method": "wB97M-V/def2-TZVPD", "molar_mass_g_mol": 156.94, "e_homo_ev": -10.17, "e_lumo_ev": -1.691, "smiles": "[H]/N=C\\C(Cl)(Cl)/N=P/[H]", "symbols": ["Cl", "Cl", "P", "N", "N", "C", "C", "H", "H", "H"], "xyz": [[1.646, -1.232, -0.751], [1.617, 1.758, -0.513], [0.603, -0.960, 1.910], [0.110, 0.132, 0.916], [-1.765, -0.035, -0.903], [-0.592, 0.185, -1.311], [0.599, 0.342, -0.267], [-0.040, -0.340, 3.079], [-0.427, 0.228, -2.341], [-1.750, -0.078, 0.180]]}


It is P that is the most stable of them.


## P
{"formula": "CH11N2O3", "method": "wB97M-V/def2-TZVPD", "molar_mass_g_mol": 99.11, "e_homo_ev": -15.20, "e_lumo_ev": -2.820, "total_charge": 1, "symbols": ["O", "O", "O", "N", "N", "C", "H", "H", "H", "H", "H", "H", "H", "H", "H", "H", "H"], "xyz": [[1.252, -1.418, 2.107], [1.457, -2.232, -1.301], [-3.132, 1.681, -1.304], [0.122, 0.032, -0.525], [-0.023, 2.003, 0.650], [0.471, 0.801, 0.448], [1.910, -2.843, -0.712], [-0.638, 0.264, -1.147], [1.932, -1.721, 2.728], [0.569, -0.872, -0.672], [-3.299, 0.749, -1.472], [0.612, -1.058, 2.739], [1.038, -2.705, -2.024], [-3.082, 2.104, -2.168], [-0.765, 2.359, 0.070], [1.217, 0.393, 1.124], [0.357, 2.465, 1.459]]}


## Q
{"formula": "CH11N2O3", "method": "wB97M-V/def2-TZVPD", "molar_mass_g_mol": 99.11, "e_homo_ev": -14.32, "e_lumo_ev": -4.857, "total_charge": 1, "symbols": ["O", "O", "O", "N", "N", "C", "H", "H", "H", "H", "H", "H", "H", "H", "H", "H", "H"], "xyz": [[-3.427, 0.315, 0.600], [3.235, -2.203, -0.001], [-0.083, 3.064, -1.847], [0.871, -0.587, 1.034], [-0.928, -0.152, -0.348], [0.194, -0.830, -0.069], [-3.831, -0.097, 1.360], [3.065, -3.082, 0.361], [-1.712, -0.695, 0.001], [-3.785, 1.209, 0.723], [-0.736, 3.731, -1.611], [4.207, -2.277, -0.040], [-1.068, 0.740, -0.798], [0.865, -1.446, -0.687], [0.519, -0.378, 1.965], [1.858, -0.850, 1.088], [0.755, 3.539, -1.731]]}


It is P that is the most stable of them.


## P
{"formula": "C9H9NO3", "method": "wB97M-V/def2-TZVPD", "molar_mass_g_mol": 179.18, "e_homo_ev": -5.74, "e_lumo_ev": -2.856, "symbols": ["O", "O", "O", "N", "C", "C", "C", "C", "C", "C", "C", "C", "C", "H", "H", "H", "H", "H", "H", "H", "H", "H"], "xyz": [[2.931, 0.377, 1.010], [-0.535, 2.683, 2.850], [1.898, -1.308, 2.160], [-1.192, -0.851, -2.071], [0.794, 2.636, 2.913], [0.287, 0.717, -0.722], [0.373, -1.893, -0.372], [-0.671, -2.022, -1.423], [-0.759, 0.465, -1.770], [-3.346, -1.199, -3.549], [-2.229, -1.085, -3.051], [0.873, -0.486, -0.012], [2.000, -0.396, 1.084], [1.258, 2.638, 3.920], [0.951, -1.468, 2.372], [-4.417, -1.264, -3.896], [-1.229, 1.310, -2.345], [0.802, -2.785, 0.180], [1.356, 3.460, 2.421], [-1.087, -3.027, -1.712], [1.288, 1.749, 2.457], [0.654, 1.750, -0.442]]}


## Q
{"formula": "C9H9NO3", "method": "wB97M-V/def2-TZVPD", "molar_mass_g_mol": 179.18, "e_homo_ev": [-8.33, -8.33], "e_lumo_ev": [-0.250, -0.250], "symbols": ["O", "O", "O", "N", "C", "C", "C", "C", "C", "C", "C", "C", "C", "H", "H", "H", "H", "H", "H", "H", "H", "H"], "xyz": [[-2.188, 1.052, 1.296], [3.213, 1.176, 0.843], [-2.785, -0.135, -0.711], [1.137, 0.577, 0.153], [0.756, 1.978, -0.050], [1.859, -1.883, -0.480], [-1.971, 0.073, 0.358], [-0.213, 2.310, -0.921], [0.467, -1.711, -0.188], [2.853, -1.026, -0.156], [2.529, 0.299, 0.407], [0.270, -0.358, -0.117], [-2.790, -1.156, 0.287], [-0.336, -2.443, -0.269], [-0.521, 3.331, -0.969], [-0.626, 1.484, -1.523], [-2.213, -2.004, 0.137], [-3.753, -1.284, 0.884], [3.815, -1.342, -0.115], [2.174, -2.960, -0.663], [-3.026, 1.392, 1.240], [1.347, 2.630, 0.557]]}


It is Q that is the most stable of them.


## P
{"formula": "C24H29N3O5", "method": "wB97M-V/def2-TZVPD", "molar_mass_g_mol": 439.51, "e_homo_ev": -8.24, "e_lumo_ev": 0.657, "smiles": "COc1cccc(CN2CCNC(=O)[C@@H]2CC(=O)N2CCOc3ccccc3C2)c1OC", "symbols": ["O", "O", "O", "O", "O", "N", "N", "N", "C", "C", "C", "C", "C", "C", "C", "C", "C", "C", "C", "C", "C", "C", "C", "C", "C", "C", "C", "C", "C", "C", "C", "C", "H", "H", "H", "H", "H", "H", "H", "H", "H", "H", "H", "H", "H", "H", "H", "H", "H", "H", "H", "H", "H", "H", "H", "H", "H", "H", "H", "H", "H"], "xyz": [[2.112, -0.713, 1.057], [-2.043, 0.790, 0.685], [0.009, 1.191, -3.492], [-1.592, -3.347, -1.293], [-0.460, 3.051, 0.565], [-2.551, -4.035, 0.602], [-0.981, -2.303, 2.148], [1.109, -0.409, -0.929], [3.232, 1.938, -4.936], [-0.227, 2.157, 1.580], [0.289, -0.810, -2.052], [-1.723, -1.174, 2.684], [1.364, -1.127, 0.188], [-1.683, -3.266, -0.078], [0.985, 1.328, 3.484], [0.342, 4.205, 0.487], [3.590, 1.390, -2.638], [2.229, 1.201, -2.437], [1.362, 1.355, -3.524], [-0.826, -2.275, 0.707], [-0.860, 0.062, 2.617], [0.783, 2.300, 2.519], [-3.034, 1.787, 0.528], [-1.060, 1.024, 1.631], [-0.596, 0.344, -2.526], [0.173, 0.217, 3.531], [-1.361, -3.600, 2.643], [-2.688, -4.071, 2.039], [1.718, 0.907, -1.052], [1.879, 1.731, -4.765], [4.098, 1.752, -3.872], [0.663, -2.467, 0.322], [1.398, 3.954, 0.343], [-3.770, 1.362, -0.155], [0.232, 4.830, 1.378], [-1.428, -3.568, 3.732], [5.160, 1.896, -3.999], [-1.147, -1.289, 0.354], [0.748, -3.045, -0.598], [-2.922, -5.091, 2.354], [-2.670, -0.998, 2.151], [1.790, 1.446, 4.192], [4.258, 1.257, -1.800], [-0.350, -1.652, -1.792], [-3.505, -3.413, 2.364], [1.186, 1.857, -5.582], [-0.017, 4.751, -0.385], [-1.473, -0.062, -3.039], [-0.575, -4.309, 2.364], [-1.946, -1.388, 3.733], [-2.625, 2.704, 0.101], [1.160, -3.005, 1.130], [2.536, 0.942, -0.328], [0.335, -0.549, 4.272], [-3.512, 2.015, 1.486], [-0.944, 0.929, -1.668], [1.435, 3.157, 2.491], [-3.132, -4.645, 0.043], [0.933, -1.121, -2.888], [3.611, 2.232, -5.903], [0.985, 1.672, -0.775]]}


## Q
{"formula": "C24H29N3O5", "method": "wB97M-V/def2-TZVPD", "molar_mass_g_mol": 439.51, "e_homo_ev": -8.19, "e_lumo_ev": -0.136, "smiles": "CC[C@H](C)[C@H](NC(C)=O)C(=O)NC.O=C(O)Cn1c2ccccc2c(=O)c2ccccc21", "symbols": ["O", "O", "O", "O", "O", "N", "N", "N", "C", "C", "C", "C", "C", "C", "C", "C", "C", "C", "C", "C", "C", "C", "C", "C", "C", "C", "C", "C", "C", "C", "C", "C", "H", "H", "H", "H", "H", "H", "H", "H", "H", "H", "H", "H", "H", "H", "H", "H", "H", "H", "H", "H", "H", "H", "H", "H", "H", "H", "H", "H", "H"], "xyz": [[-0.180, 4.980, -0.288], [-1.708, 4.289, -4.309], [1.926, -3.566, -0.411], [2.072, -1.859, 1.068], [-0.395, -1.959, 6.568], [-0.550, 3.457, -1.852], [0.108, -3.164, 2.710], [0.179, 3.635, -5.343], [0.127, 4.497, -1.365], [-2.286, 0.257, 3.592], [-0.318, 2.733, -3.114], [-0.010, 4.435, -6.551], [0.294, -3.624, 1.296], [1.256, -4.148, 6.139], [-1.360, -1.288, 1.987], [-1.122, 1.404, -3.123], [0.616, -3.454, 5.096], [1.299, 5.073, -2.136], [-1.304, 0.812, -4.535], [0.800, -3.838, 3.755], [-0.232, -2.313, 5.400], [-0.342, 0.583, -0.780], [-0.449, 0.297, -2.279], [2.100, -5.220, 5.865], [2.325, -5.595, 4.546], [-2.144, -0.168, 2.278], [1.690, -4.908, 3.508], [-0.871, -1.582, 4.319], [-1.654, -0.448, 4.610], [-0.697, -2.023, 2.994], [1.513, -2.998, 0.587], [-0.674, 3.628, -4.311], [1.779, 5.832, -1.520], [2.997, -6.419, 4.323], [2.019, 4.290, -2.362], [-1.888, 1.487, -5.163], [0.388, -4.710, 1.259], [1.932, -5.243, 2.508], [0.553, 0.107, -2.667], [-0.335, 0.626, -5.000], [0.727, 4.159, -7.306], [0.935, 5.541, -3.049], [-1.026, -0.623, -2.387], [-1.326, 0.822, -0.378], [-1.013, 4.270, -6.952], [1.100, -3.850, 7.174], [-1.294, -1.551, 0.943], [-1.854, -0.127, -4.478], [2.590, -5.750, 6.676], [0.740, 2.483, -3.187], [0.060, -0.298, -0.285], [-2.888, 1.130, 3.826], [0.998, 3.052, -5.284], [2.831, -1.671, 0.497], [-1.773, -0.111, 5.637], [-0.594, -3.429, 0.697], [-2.647, 0.375, 1.484], [0.347, 1.404, -0.591], [-2.119, 1.597, -2.724], [0.096, 5.495, -6.312], [-1.348, 3.187, -1.301]]}


## R
{"formula": "C24H29N3O5", "method": "wB97M-V/def2-TZVPD", "molar_mass_g_mol": 439.51, "e_homo_ev": -7.72, "e_lumo_ev": -0.167, "smiles": "CCN(CC)CCN1C(=O)C(=O)/C(=C(/O)c2ccc(OC)c(OC)c2)[C@H]1c1ccccn1", "symbols": ["O", "O", "O", "O", "O", "N", "N", "N", "C", "C", "C", "C", "C", "C", "C", "C", "C", "C", "C", "C", "C", "C", "C", "C", "C", "C", "C", "C", "C", "C", "C", "C", "H", "H", "H", "H", "H", "H", "H", "H", "H", "H", "H", "H", "H", "H", "H", "H", "H", "H", "H", "H", "H", "H", "H", "H", "H", "H", "H", "H", "H"], "xyz": [[-2.235, -4.383, 4.291], [-2.082, -0.559, 0.035], [-2.133, 1.549, -2.037], [-1.366, -4.426, 1.556], [1.292, 0.625, 2.583], [0.711, 2.639, -4.112], [3.015, 2.234, -0.103], [-0.189, 2.167, -1.014], [-1.408, -2.110, 4.438], [-0.088, 0.619, 0.713], [3.538, -0.147, -1.415], [2.040, 1.372, -0.349], [0.403, 1.225, -4.004], [4.557, 0.759, -1.164], [1.069, 3.308, -2.895], [-0.643, -2.247, 1.798], [0.267, 0.068, 1.897], [4.239, 1.932, -0.498], [2.255, 0.159, -0.997], [-1.255, -3.351, 2.377], [-1.530, 3.716, -4.680], [-0.403, -1.082, 2.514], [-2.318, -5.439, 1.806], [-1.255, 0.317, -0.102], [0.947, 0.440, -5.197], [0.026, 3.388, -1.745], [-0.780, -1.028, 3.852], [0.652, 1.781, 0.100], [-0.082, 3.383, -5.067], [-1.285, 1.392, -1.182], [-2.719, -4.303, 5.609], [-1.650, -3.282, 3.732], [5.571, 0.558, -1.474], [0.838, -0.626, -5.012], [-3.309, -5.018, 1.991], [3.739, -1.077, -1.927], [-1.705, -2.033, 5.472], [-2.102, 3.951, -5.575], [2.001, 0.668, -5.342], [0.373, 4.147, -1.037], [-0.944, 3.680, -2.148], [-1.909, -4.144, 6.328], [-0.627, -0.128, 4.432], [4.995, 2.671, -0.269], [-2.344, -6.034, 0.893], [0.456, 4.312, -5.284], [-2.002, 2.873, -4.182], [-0.094, 2.793, -5.986], [0.769, 2.619, 0.800], [1.435, -0.524, -1.161], [1.430, 0.149, 3.413], [-1.572, 4.581, -4.021], [-0.674, 1.038, -3.903], [0.412, 0.681, -6.111], [0.894, 0.854, -3.103], [-3.187, -5.266, 5.805], [-3.466, -3.510, 5.717], [-2.028, -6.072, 2.647], [-0.353, -2.328, 0.765], [1.325, 4.339, -3.156], [1.972, 2.832, -2.499]]}


It is Q that is the most stable of them.


## P
{"formula": "C5H3NO", "method": "wB97M-V/def2-TZVPD", "molar_mass_g_mol": 93.08, "e_homo_ev": -9.32, "e_lumo_ev": -0.063, "smiles": "C#C/C=C(/O)C#N", "symbols": ["O", "N", "C", "C", "C", "C", "C", "H", "H", "H"], "xyz": [[-2.181, -0.310, -0.763], [-0.823, 2.705, -0.185], [-0.988, 0.114, -0.283], [-0.013, -0.717, 0.114], [1.306, -0.355, 0.501], [-0.890, 1.549, -0.228], [2.449, -0.103, 0.786], [-0.252, -1.777, 0.105], [-2.094, -1.253, -0.967], [3.456, 0.137, 1.044]]}


## Q
{"formula": "C5H3NO", "method": "wB97M-V/def2-TZVPD", "molar_mass_g_mol": 93.08, "e_homo_ev": -9.20, "e_lumo_ev": -0.507, "symbols": ["O", "N", "C", "C", "C", "C", "C", "H", "H", "H"], "xyz": [[-0.965, 1.923, 0.328], [2.983, -0.667, -0.123], [0.529, 0.125, -0.005], [-0.579, -0.657, -0.120], [1.872, -0.332, -0.081], [0.182, 1.529, 0.264], [-1.811, -1.008, 0.055], [-0.668, -1.857, -0.074], [1.044, 2.204, 0.415], [-2.587, -1.261, -0.659]]}


It is P that is the most stable of them.


## P
{"formula": "C5H3NO", "method": "wB97M-V/def2-TZVPD", "molar_mass_g_mol": 93.08, "e_homo_ev": -10.17, "e_lumo_ev": -0.836, "symbols": ["O", "N", "C", "C", "C", "C", "C", "H", "H", "H"], "xyz": [[0.215, 1.552, 1.314], [0.349, 2.025, 0.028], [-0.273, -0.141, 0.002], [-0.127, 0.259, 1.285], [-0.207, -1.479, -0.569], [-0.847, -2.570, -0.881], [0.074, 1.016, -0.748], [0.151, 1.091, -1.828], [-0.191, -0.265, 2.228], [0.855, -1.488, -0.833]]}


## Q
{"formula": "C5H3NO", "method": "wB97M-V/def2-TZVPD", "molar_mass_g_mol": 93.08, "e_homo_ev": -9.68, "e_lumo_ev": 0.048, "symbols": ["O", "N", "C", "C", "C", "C", "C", "H", "H", "H"], "xyz": [[1.172, 1.280, 0.569], [-2.483, -1.268, 1.228], [0.799, 1.097, -0.785], [-1.421, -0.958, 0.893], [0.022, 0.037, -0.926], [-0.084, -0.581, 0.442], [0.662, 0.388, 1.388], [0.551, -1.483, 0.498], [1.204, 1.829, -1.469], [-0.421, -0.340, -1.837]]}


It is Q that is the most stable of them.


## P
{"formula": "C5H3NO", "method": "wB97M-V/def2-TZVPD", "molar_mass_g_mol": 93.08, "e_homo_ev": [-10.36, -9.08], "e_lumo_ev": [-2.153, -2.526], "symbols": ["O", "N", "C", "C", "C", "C", "C", "H", "H", "H"], "xyz": [[-0.298, -0.917, 1.756], [0.715, -2.648, -1.026], [0.913, 0.496, 0.528], [0.376, -1.753, -0.377], [-0.909, 0.317, -0.328], [-1.408, 1.268, -0.899], [-0.031, -0.625, 0.515], [0.660, 1.266, 1.247], [-1.890, 2.066, -1.422], [1.872, 0.531, 0.005]]}


## Q
{"formula": "C5H3NO", "method": "wB97M-V/def2-TZVPD", "molar_mass_g_mol": 93.08, "e_homo_ev": -9.91, "e_lumo_ev": -0.237, "symbols": ["O", "N", "C", "C", "C", "C", "C", "H", "H", "H"], "xyz": [[-2.054, 0.204, -0.272], [-1.689, -1.125, -0.267], [2.695, 0.871, 0.231], [-0.436, -1.133, 0.072], [1.506, 0.374, 0.169], [0.078, 0.182, 0.266], [-1.004, 0.969, 0.046], [-1.183, 2.034, 0.088], [1.777, -0.416, -0.565], [0.122, -2.057, 0.188]]}


## R
{"formula": "C5H3NO", "method": "wB97M-V/def2-TZVPD", "molar_mass_g_mol": 93.08, "e_homo_ev": -9.51, "e_lumo_ev": 0.904, "smiles": "C#Cc1cnoc1", "symbols": ["O", "N", "C", "C", "C", "C", "C", "H", "H", "H"], "xyz": [[0.957, 1.797, -1.040], [0.093, 2.244, -0.064], [0.995, 0.462, -1.032], [-0.242, -1.325, 0.311], [0.173, -0.019, -0.063], [-0.366, 1.172, 0.512], [-0.789, -2.315, 0.720], [1.636, -0.004, -1.767], [-1.080, 1.235, 1.323], [-1.397, -3.110, 1.080]]}


It is R that is the most stable of them.